1.
{
  "formula": "C10H16",
  "method": "ωB97M-V with the def2-TZVPD basis set",
  "charge": 0,
  "total_energy_ha": -390.60681,
  "e_above_lowest_kcal_mol": 18.2,
  "homo_lumo_gap_ha": 0.3670,
  "smiles": "Cc1ccccc1.CCC",
  "e_homo_ev": -8.9605,
  "elements": ["C", "C", "C", "C", "C", "C", "C", "H", "H", "H", "H", "H", "H", "H", "H", "C", "C", "C", "H", "H", "H", "H", "H", "H", "H", "H"],
  "coordinates": [[-1.2855, -1.1215, 0.5262], [-0.6985, -0.3125, 1.6505], [-0.8104, -0.7048, 2.9698], [-0.3857, 0.1053, 4.0248], [0.0117, 1.3984, 3.7391], [0.2430, 1.7494, 2.4062], [-0.0430, 0.8896, 1.3617], [-2.1301, -1.7231, 0.8402], [-0.5996, -1.8879, 0.1611], [-1.5829, -0.4462, -0.2737], [-1.3792, -1.5898, 3.2260], [-0.5216, -0.2113, 5.0510], [0.0405, 2.1681, 4.4955], [0.7633, 2.6895, 2.2703], [0.1564, 1.2433, 0.3712], [1.1389, 0.5104, -1.9360], [0.7768, -0.7433, -2.7612], [0.3755, -0.4603, -4.2076], [0.6149, 0.4066, -0.9825], [0.8737, 1.4450, -2.4210], [2.1897, 0.4863, -1.6394], [1.5582, -1.4999, -2.7822], [-0.1039, -1.1624, -2.2669], [-0.5036, 0.1760, -4.3333], [1.2302, -0.0476, -4.7385], [0.0711, -1.3573, -4.7516]],
  "lowdin_charge": [-0.06, -0.27, -0.06, -0.09, -0.10, -0.09, -0.05, 0.07, 0.08, 0.08, 0.11, 0.10, 0.10, 0.10, 0.07, -0.10, -0.30, -0.14, 0.01, 0.08, 0.08, 0.10, 0.08, 0.07, 0.07, 0.06]
}

***

2.
{
  "formula": "C55H71IN10O6",
  "method": "ωB97M-V with the def2-TZVPD basis set",
  "charge": 0,
  "total_energy_ha": -3434.66245,
  "homo_lumo_gap_ha": 0.2562,
  "smiles": "COCCCCCCCc1c(CCCI)cc2c(c1CON=O)C(=O)N(C[C@@H]1CO1)C2=O.c1cc[nH]c1.c1cc[nH]c1.c1cc[nH]c1.c1cc[nH]c1.c1cc[nH]c1.c1cc[nH]c1.c1cc[nH]c1.c1cc[nH]c1",
  "e_homo_ev": -8.0003,
  "elements": ["C", "O", "C", "C", "C", "C", "C", "C", "C", "C", "C", "C", "C", "C", "I", "C", "C", "C", "C", "C", "O", "N", "O", "C", "O", "N", "C", "C", "C", "O", "C", "O", "H", "H", "H", "H", "H", "H", "H", "H", "H", "H", "H", "H", "H", "H", "H", "H", "H", "H", "H", "H", "H", "H", "H", "H", "H", "H", "H", "H", "H", "H", "H", "C", "C", "C", "N", "C", "H", "H", "H", "H", "H", "C", "C", "C", "N", "C", "H", "H", "H", "H", "H", "C", "C", "C", "N", "C", "H", "H", "H", "H", "H", "C", "C", "C", "N", "C", "H", "H", "H", "H", "H", "C", "C", "C", "N", "C", "H", "H", "H", "H", "H", "C", "C", "C", "N", "C", "H", "H", "H", "H", "H", "C", "C", "C", "N", "C", "H", "H", "H", "H", "H", "C", "C", "C", "N", "C", "H", "H", "H", "H", "H"],
  "coordinates": [[-2.7560, 7.8485, -0.7182], [-1.6867, 7.6038, -1.6190], [-1.6597, 6.1780, -1.8103], [-0.3799, 5.7148, -2.5158], [-0.4518, 5.7286, -4.0543], [-1.6391, 4.9299, -4.6714], [-2.0907, 3.6969, -3.8649], [-0.9385, 2.6784, -3.5668], [-1.3208, 1.9296, -2.2756], [-0.2839, 0.9961, -1.6628], [0.5102, 0.0645, -2.3424], [0.4351, -0.1070, -3.8599], [-0.9499, -0.6587, -4.2868], [-1.1968, -2.0253, -3.6023], [-3.0180, -1.9556, -2.4253], [1.4052, -0.7920, -1.6958], [1.5004, -0.7419, -0.3295], [0.7147, 0.2133, 0.3529], [-0.1562, 1.0665, -0.2544], [-0.9483, 2.0107, 0.6166], [-2.3045, 1.4872, 0.7692], [-3.1791, 2.5220, 1.0861], [-2.8700, 3.1057, 2.0582], [1.0917, -0.0126, 1.8059], [1.1592, 0.7196, 2.7573], [1.4473, -1.4240, 1.8745], [0.3270, -2.3537, 1.7691], [-0.5263, -2.1519, 3.0505], [-2.1110, -2.3510, 2.7977], [-1.2954, -1.0197, 3.0704], [2.3040, -1.5351, 0.6994], [3.3458, -2.1301, 0.6253], [-3.7188, 7.4959, -1.1215], [-2.6029, 7.3530, 0.2541], [-2.8264, 8.9222, -0.5135], [-1.6874, 5.6909, -0.8192], [-2.5816, 5.9281, -2.3540], [0.4103, 6.4230, -2.2307], [-0.0383, 4.7446, -2.1378], [0.4635, 5.3503, -4.5300], [-0.5454, 6.7650, -4.4095], [-1.3424, 4.5974, -5.6759], [-2.5245, 5.5680, -4.8053], [-2.7963, 3.1447, -4.5061], [-2.6583, 3.9400, -2.9596], [-0.9200, 2.0319, -4.4490], [0.0386, 3.1724, -3.5303], [-2.2157, 1.3188, -2.4820], [-1.6547, 2.6939, -1.5679], [1.2016, -0.8281, -4.1757], [0.7009, 0.8361, -4.3463], [-1.7210, 0.0760, -4.0548], [-0.9028, -0.8334, -5.3705], [-1.2575, -2.8098, -4.3579], [-0.4209, -2.3189, -2.8946], [2.0156, -1.5084, -2.2437], [-0.9665, 3.0413, 0.2481], [-0.4861, 1.9883, 1.6097], [0.6211, -3.4047, 1.8226], [-0.4047, -2.1186, 0.9837], [-0.1286, -2.5258, 4.0017], [-2.0905, -3.0464, 3.7098], [-2.9866, -1.8189, 3.2005], [-3.9811, -6.2688, -4.5054], [-3.9869, -6.9696, -5.7421], [-3.5420, -6.1036, -6.7041], [-3.2713, -4.9058, -6.0982], [-3.5321, -5.0001, -4.7566], [-4.2724, -6.6536, -3.5421], [-4.2836, -7.9924, -5.9051], [-3.3959, -6.2340, -7.7630], [-2.9341, -4.0853, -6.5658], [-3.3770, -4.1582, -4.0998], [4.7979, -4.7922, -0.8269], [5.5256, -5.6357, -1.7111], [6.1532, -4.8301, -2.6204], [5.8288, -3.5297, -2.3254], [5.0052, -3.5002, -1.2270], [4.1915, -5.0993, 0.0099], [5.5832, -6.7123, -1.6802], [6.8000, -5.0647, -3.4496], [6.1476, -2.7239, -2.8320], [4.6397, -2.5711, -0.8286], [0.8139, 0.8493, 7.7985], [-0.5574, 0.4741, 7.8180], [-0.8510, -0.0511, 6.5876], [0.2842, -0.0044, 5.8279], [1.3036, 0.5378, 6.5574], [1.3776, 1.2960, 8.6020], [-1.2488, 0.5769, 8.6392], [-1.7672, -0.4517, 6.1876], [0.3569, -0.3200, 4.8765], [2.2855, 0.6561, 6.1318], [-7.0737, 5.6656, 2.9278], [-6.4445, 6.0461, 4.1423], [-5.1823, 5.5118, 4.1312], [-5.0256, 4.8212, 2.9617], [-6.1713, 4.9137, 2.2209], [-8.0724, 5.9154, 2.6094], [-6.8692, 6.6432, 4.9323], [-4.3850, 5.5628, 4.8537], [-4.1934, 4.3203, 2.6852], [-6.2464, 4.4368, 1.2577], [2.9542, -10.7628, -1.9596], [4.1806, -10.8272, -1.2453], [4.4761, -9.5576, -0.8270], [3.4785, -8.7282, -1.2638], [2.5453, -9.4562, -1.9508], [2.4323, -11.5823, -2.4252], [4.7764, -11.7055, -1.0600], [5.3069, -9.1731, -0.2592], [3.4375, -7.7375, -1.1045], [1.6752, -8.9824, -2.3731], [2.8510, 9.4027, 0.4197], [3.5055, 8.9932, -0.7719], [2.5526, 8.4477, -1.5920], [1.3512, 8.5079, -0.9415], [1.5232, 9.0921, 0.2819], [3.3024, 9.8719, 1.2781], [4.5541, 9.0890, -1.0007], [2.6263, 8.0225, -2.5793], [0.4747, 8.1738, -1.3070], [0.6889, 9.2354, 0.9477], [1.1324, -1.2069, 12.9488], [1.5550, -1.9479, 11.8123], [1.2569, -1.2007, 10.7036], [0.6676, -0.0410, 11.1251], [0.5925, -0.0345, 12.4919], [1.2166, -1.5008, 13.9821], [2.0245, -2.9177, 11.8098], [1.4106, -1.3920, 9.6550], [0.3416, 0.6923, 10.5235], [0.1616, 0.8003, 13.0184], [1.1921, -4.1948, -5.0323], [1.4122, -5.3931, -4.3039], [2.7099, -5.3685, -3.8626], [3.2821, -4.2066, -4.2980], [2.3628, -3.4821, -5.0069], [0.2800, -3.8919, -5.5188], [0.6999, -6.1820, -4.1255], [3.2746, -6.0748, -3.2797], [4.2311, -3.9274, -4.1228], [2.6217, -2.5268, -5.4337]],
  "lowdin_charge": [-0.11, -0.20, -0.22, -0.16, -0.19, -0.20, -0.20, -0.18, -0.12, -0.06, -0.14, -0.14, -0.27, -0.59, 0.83, 0.05, -0.05, -0.03, -0.07, -0.11, -0.08, 0.00, 0.06, -0.31, 0.16, 0.02, -0.09, -0.28, 0.00, -0.11, -0.29, 0.14, 0.09, 0.09, 0.09, 0.12, 0.11, 0.09, 0.10, 0.11, 0.11, 0.11, 0.11, 0.12, 0.09, 0.09, 0.11, 0.11, 0.09, 0.10, 0.11, 0.05, 0.11, 0.02, 0.03, 0.13, 0.12, 0.12, 0.15, 0.13, 0.15, 0.08, 0.13, -0.11, -0.11, -0.14, 0.00, -0.16, 0.09, 0.09, 0.10, 0.14, 0.00, -0.10, -0.12, -0.15, 0.00, -0.13, 0.09, 0.08, 0.11, 0.14, 0.08, -0.13, -0.12, -0.13, 0.02, -0.13, 0.09, 0.09, 0.10, 0.10, 0.11, -0.12, -0.12, -0.14, 0.00, -0.15, 0.09, 0.09, 0.10, 0.08, 0.10, -0.11, -0.11, -0.15, 0.00, -0.14, 0.09, 0.09, 0.10, 0.12, 0.10, -0.11, -0.12, -0.15, 0.01, -0.14, 0.09, 0.09, 0.10, 0.10, 0.11, -0.12, -0.11, -0.14, 0.01, -0.14, 0.09, 0.09, 0.10, 0.11, 0.10, -0.12, -0.09, -0.13, 0.03, -0.15, 0.08, 0.09, 0.09, 0.11, 0.10]
}

***

3.
{
  "formula": "C25H30N4O4",
  "method": "ωB97M-V with the def2-TZVPD basis set",
  "charge": 0,
  "total_energy_ha": -1489.84204,
  "e_above_lowest_kcal_mol": 545.3,
  "homo_lumo_gap_ha": 0.2322,
  "e_homo_ev": -7.4251,
  "elements": ["C", "H", "O", "C", "C", "C", "C", "C", "C", "O", "C", "H", "H", "H", "H", "N", "C", "N", "C", "C", "C", "C", "C", "C", "C", "C", "H", "C", "O", "N", "H", "C", "C", "H", "H", "C", "N", "C", "C", "O", "C", "C", "H", "H", "H", "H", "H", "H", "H", "H", "H", "H", "H", "H", "H", "H", "H", "H", "H", "H", "H", "H", "H"],
  "coordinates": [[-3.2471, -1.6613, -4.2924], [-3.5269, -2.6983, -4.4040], [-1.8673, -1.5750, -4.1010], [-1.4130, -1.7897, -2.7384], [-2.1192, -2.2628, -1.8493], [-1.8188, -2.6607, -0.3933], [-0.5980, -2.3134, 0.1002], [0.4509, -1.8747, -1.0602], [0.0267, -1.5695, -2.3060], [0.8635, -0.8849, -3.0932], [0.8093, -1.1692, -4.4210], [1.9186, -0.7389, -4.7904], [0.1186, -0.1082, -4.9206], [0.5604, -2.0625, -4.8360], [1.4780, -1.6239, -0.8199], [-0.1563, -2.7156, 1.3503], [0.7691, -1.9047, 1.9827], [1.3015, -2.6759, 3.0652], [2.2377, -2.2068, 3.6429], [2.7307, -2.8797, 4.9298], [3.8531, -2.2483, 5.6371], [4.1007, -1.0321, 5.6101], [3.5814, -0.3089, 4.4368], [2.5528, -0.8178, 3.7071], [2.2198, -0.2236, 2.3614], [1.0748, -0.7189, 1.6453], [0.6019, -0.0053, 0.9261], [2.3214, 1.2250, 2.1421], [3.3747, 1.8349, 2.0347], [1.1366, 2.2001, 2.2649], [0.3684, 1.6274, 2.4749], [1.2846, 3.5391, 1.7143], [-0.0340, 3.6490, 0.7603], [-0.0307, 4.8585, 0.4939], [-0.9119, 3.4980, 1.3197], [0.0910, 2.6044, -0.4943], [-1.0180, 2.4510, -1.1475], [-1.2991, 2.1121, -2.2942], [-2.5007, 1.8432, -2.9439], [-3.1601, 0.7117, -2.1261], [-3.3477, 1.2085, -0.8589], [-1.8895, 1.2581, -0.0877], [-1.8050, 1.5982, 0.8342], [-1.1789, 0.5461, -0.4031], [-3.5295, 0.1957, -0.3703], [-3.8519, 2.1043, -0.8361], [-2.5497, 1.6984, -4.0498], [-3.1787, 2.9727, -2.9422], [-0.5763, 2.8881, -3.0678], [-0.4320, 1.1622, -2.4936], [0.7406, 3.3010, -1.2800], [0.7597, 1.8577, -0.2721], [1.0155, 4.1670, 2.3811], [2.0065, 3.7990, 1.2817], [3.7884, 0.8972, 4.1984], [4.7124, -0.5847, 6.1546], [4.2579, -2.7513, 6.4488], [2.4879, -3.8603, 5.0880], [-0.4250, -3.7211, 1.5897], [-2.8114, -3.1948, 0.2660], [-3.2142, -2.6033, -2.1216], [-3.8992, -1.0653, -3.6309], [-3.2051, -1.2972, -5.3964]],
  "lowdin_charge": [-0.13, 0.08, -0.14, -0.21, -0.09, -0.01, -0.25, 0.09, -0.25, -0.12, -0.12, 0.14, 0.17, 0.04, 0.11, 0.08, -0.28, 0.18, -0.31, 0.10, -0.12, -0.10, 0.03, -0.11, 0.02, 0.00, 0.12, -0.36, 0.06, 0.07, 0.09, -0.12, -0.07, 0.16, 0.06, -0.27, -0.19, -0.42, -0.14, -0.17, -0.18, 0.11, 0.04, 0.07, 0.14, 0.09, 0.13, 0.19, 0.20, 0.18, 0.17, 0.07, 0.05, 0.01, 0.18, 0.04, 0.09, 0.06, 0.19, 0.18, 0.15, 0.09, 0.13]
}